Record 1
This record from OMol25 describes a cluster of 2 separate species, CH4NOPS in total. The level of theory is ωB97M-V/def2-TZVPD.

Results
E_LUMO (spin up / spin down): -1.3 / -1.5 eV
orbital gap (spin up / spin down): 7.223 / 6.772 eV
DFT total energy: -909.91799 Eh
relative energy (zero: lowest compared OMol25 entry of this formula, charge and spin): 2.3656 eV
structure (SMILES): [H]/P=[NH+]\[S-].C=O

Last columns: bonded neighbours and bond lengths (Å).
Element x y z (Å)
1 H -0.52778 0.51663 1.41517  P2 1.368
2 P -1.83254 0.78069 1.09885  H1 1.368, N3 1.648
3 N -1.33919 0.73825 -0.47317  P2 1.648, S4 1.665, H5 1.113
4 S 0.15287 0.92800 -1.18660  N3 1.665
5 H -2.10421 0.86880 -1.27032  N3 1.113
6 C 1.33422 -0.93614 0.10544  O7 1.238, H8 1.100, H9 1.154
7 O 0.58858 -1.35183 1.00256  C6 1.238
8 H 1.49678 -1.32551 -0.91082  C6 1.100
9 H 2.23126 -0.21888 0.21890  C6 1.154

In the natural (NBO) picture, each atom carries the following charge in e: -0.0341 0.6859 -0.9695 0.0278 0.4314 0.2165 -0.6000 0.1290 0.1132

=====

Record 2
This record from OMol25 describes the ion CH4NOS with charge -1. The level of theory is ωB97M-V/def2-TZVPD.

Results
E_LUMO: 3.8 eV
orbital gap: 5.925 eV
charge: -1
DFT total energy: -568.58106 Eh
relative energy (zero: lowest compared OMol25 entry of this formula, charge and spin): 4.6170 eV
structure (SMILES): CN([O-])S

Last columns: bonded neighbours and bond lengths (Å).
Element x y z (Å)
1 C 0.04202 -0.28589 -0.77166  N2 1.381, H5 1.069, H6 1.157, H7 1.194
2 N -0.41558 0.48730 0.27701  C1 1.381, O3 1.451, S4 1.867
3 O -0.10405 1.83525 -0.16105  N2 1.451
4 S 0.48318 0.16362 1.88106  N2 1.867, H8 1.372
5 H 0.82851 0.22026 -1.28998  C1 1.069
6 H 0.40492 -1.36604 -0.57230  C1 1.157
7 H -0.78579 -0.29318 -1.63268  C1 1.194
8 H -0.45320 -0.76132 2.26959  S4 1.372

In the natural (NBO) picture, each atom carries the following charge in e: -0.4291 -0.2766 -0.8036 -0.0762 0.1789 0.1604 0.1656 0.0805

=====

Record 3
This record from OMol25 describes the molecule CH4NP. The level of theory is ωB97M-V/def2-TZVPD.

Results
E_LUMO: -0.1 eV
orbital gap: 8.480 eV
DFT total energy: -436.52270 Eh
relative energy (zero: lowest compared OMol25 entry of this formula, charge and spin): 1.1229 eV
structure (SMILES): [H]/P=N/C

Last columns: bonded neighbours and bond lengths (Å).
Element x y z (Å)
1 H -2.45740 -1.12093 0.04386  P2 1.443
2 P -1.90103 0.20312 -0.09154  H1 1.443, N3 1.532
3 N -0.47585 -0.35796 -0.10074  P2 1.532, C4 1.478
4 C 0.88282 0.21988 -0.03821  N3 1.478, H5 1.043, H6 1.220, H7 1.104
5 H 0.87642 0.66636 0.90419  C4 1.043
6 H 1.43605 0.95892 -0.83653  C4 1.220
7 H 1.63899 -0.56939 0.11897  C4 1.104

In the natural (NBO) picture, each atom carries the following charge in e: -0.0928 0.7970 -0.8602 -0.4469 0.2038 0.2020 0.1971

=====

Record 4
This record from OMol25 describes a cluster of 2 separate species, CH4NS in total. The level of theory is ωB97M-V/def2-TZVPD.

Results
E_LUMO: 4.2 eV
orbital gap: 7.218 eV
charge: -1
DFT total energy: -493.35802 Eh
relative energy (zero: lowest compared OMol25 entry of this formula, charge and spin): 2.5899 eV

Last columns: bonded neighbours and bond lengths (Å).
Element x y z (Å)
1 S -0.80762 -0.70760 -1.16808  H2 1.317
2 H -1.43904 -1.62853 -1.86731  S1 1.317
3 C 0.55183 0.81515 0.42253  N4 1.318, H5 1.066, H6 1.106
4 N 0.64157 0.06914 1.50510  C3 1.318, H7 1.053
5 H 1.23212 0.81013 -0.39793  C3 1.066
6 H -0.32798 1.46566 0.26172  C3 1.106
7 H 0.14911 -0.82396 1.24398  N4 1.053

In the natural (NBO) picture, each atom carries the following charge in e: -1.0240 0.1053 0.1898 -0.9709 0.1297 0.1261 0.4441

=====

Record 5
This record from OMol25 describes a cluster of 2 separate species, CH4NS in total. The level of theory is ωB97M-V/def2-TZVPD.

Results
E_LUMO: 4.3 eV
orbital gap: 6.909 eV
charge: -1
DFT total energy: -493.42291 Eh
relative energy (zero: lowest compared OMol25 entry of this formula, charge and spin): 0.8241 eV

Last columns: bonded neighbours and bond lengths (Å).
Element x y z (Å)
1 S -1.19357 1.82645 -1.62684  H2 1.324
2 H -1.53511 2.96410 -1.04141  S1 1.324
3 C 0.25893 -0.79410 0.22005  N4 1.270, H5 1.093, H6 1.119
4 N 0.36116 -1.27023 1.39280  C3 1.270, H7 1.017
5 H -0.08472 0.22875 0.04301  C3 1.093
6 H 0.98669 -1.14588 -0.55395  C3 1.119
7 H 1.20662 -1.80909 1.56634  N4 1.017

In the natural (NBO) picture, each atom carries the following charge in e: -1.0554 0.0853 -0.0315 -0.6670 0.2470 0.1032 0.3184

=====

Record 6
This record from OMol25 describes a cluster of 2 separate species, CH4O2 in total. The level of theory is ωB97M-V/def2-TZVPD.

Results
E_LUMO: 0.5 eV
orbital gap: 11.057 eV
DFT total energy: -190.94128 Eh
relative energy (zero: lowest compared OMol25 entry of this formula, charge and spin): 0.2475 eV
structure (SMILES): C=O.O

Last columns: bonded neighbours and bond lengths (Å).
Element x y z (Å)
1 C 1.34616 -0.55342 1.53767  O2 1.213, H3 1.116, H4 1.116
2 O 0.57083 -0.21231 0.66956  C1 1.213
3 H 1.17568 -0.21788 2.58829  C1 1.116
4 H 2.05925 -1.39889 1.38890  C1 1.116
5 O -1.91990 0.55284 -2.30976  H6 0.984, H7 0.984
6 H -1.29290 0.29355 -1.59709  O5 0.984
7 H -1.93911 1.53612 -2.27757  O5 0.984

In the natural (NBO) picture, each atom carries the following charge in e: 0.2728 -0.5039 0.1142 0.1171 -0.9468 0.4789 0.4678